a:
10
Properties=species:S:1:pos:R:3 method="wB97M-V/def2-TZVPD" charge=0 homo_lumo_gap_ha="0.29592 / 0.28311" smiles=Oc1ncc[nH]1 homo_ev="-7.97 / -8.34" multiplicity=1
O 1.6308 -0.0448 0.6008
C 0.9674 0.0491 -0.6514
N 0.2968 -1.0772 -0.9213
C -0.9081 -0.8362 -0.3284
C -0.9353 0.4476 0.1866
N 0.0882 1.1186 -0.4334
H 1.4918 -0.9517 0.9208
H -1.6469 -1.6138 -0.2120
H -1.4340 0.8842 1.0371
H 0.4343 2.0112 -0.1205

***

b:
10
Properties=species:S:1:pos:R:3 method="wB97M-V/def2-TZVPD" charge=0 homo_lumo_gap_ha=0.36787 homo_ev=-9.25 multiplicity=1
N -0.2085 -1.8875 0.3580
C -0.0300 -0.5634 0.1329
N 0.9286 0.0374 -0.4577
C 0.4773 1.4015 -0.4510
C -0.7517 1.5541 0.3304
O -1.0721 0.2566 0.5523
H 0.6109 -2.4689 0.2699
H -0.8783 -2.1571 1.0623
H 1.2353 2.1790 -0.5494
H -0.3115 1.6483 -1.2475

***

c:
10
Properties=species:S:1:pos:R:3 method="wB97M-V/def2-TZVPD" charge=0 homo_lumo_gap_ha=0.33267 homo_ev=-8.76 multiplicity=1
O -0.4347 -1.8318 1.3294
C 0.1428 -0.8428 0.7323
N 0.8975 0.1424 1.2077
N 0.7448 1.1147 0.2524
C -0.0654 0.8301 -0.7507
C -0.4852 -0.5107 -0.5618
H -1.2386 -1.2163 0.3347
H 1.2135 1.9957 0.4110
H -0.2215 1.5283 -1.5632
H -0.5532 -1.2095 -1.3918

***

d:
10
Properties=species:S:1:pos:R:3 method="wB97M-V/def2-TZVPD" charge=0 homo_lumo_gap_ha="0.25894 / 0.25166" homo_ev="-8.25 / -8.07" multiplicity=1
C 0.8365 0.8464 -0.2462
C -0.3328 0.3930 0.4403
C 0.5825 -1.2803 -0.6275
N 1.3751 -0.1762 -0.8447
N -1.6734 1.9630 1.3864
O -0.4386 -0.8642 0.3069
H 0.9984 1.8146 -0.3740
H 0.0975 -1.5180 -1.5448
H 0.8674 -2.2932 -0.1454
H -2.3126 1.1149 1.6491

***

Of them, b has the highest stability.

***

a:
17
Properties=species:S:1:pos:R:3 method="wB97M-V/def2-TZVPD" charge=0 homo_lumo_gap_ha=0.31320 homo_ev=-7.44 multiplicity=1
C 1.8575 -0.1548 -0.2173
C 0.5556 0.1969 0.6359
C -0.5434 -0.7710 1.1433
C -1.3471 -0.3545 -0.1039
C -0.1361 -0.5296 -0.9784
C -1.3988 1.1614 0.0645
C -0.2023 1.5133 0.5562
H 1.8964 -0.4132 -1.3213
H 2.4241 0.7575 -0.1810
H 2.3319 -1.0027 0.2555
H -1.0509 -0.5498 2.0926
H -0.1805 -1.7990 1.1397
H -2.2597 -0.8572 -0.4095
H -0.0299 0.0749 -1.8948
H 0.1276 -1.5808 -1.2365
H -2.2077 1.7861 -0.2898
H 0.1631 2.5225 0.7446

***

b:
17
Properties=species:S:1:pos:R:3 method="wB97M-V/def2-TZVPD" charge=0 homo_lumo_gap_ha=0.34161 homo_ev=-8.68 multiplicity=1
C 0.9752 -0.7497 1.2079
C 1.2825 0.4513 0.3692
C 1.1904 -0.9268 -0.2685
C -0.0129 -0.4774 -1.1236
C -1.4754 -0.6189 -0.5421
C -1.3231 0.8309 -0.0526
C 0.0436 0.9046 -0.4176
H 1.7973 -1.0964 1.8299
H -0.0024 -0.8587 1.6710
H 2.1645 1.0634 0.5294
H 2.0017 -1.5477 -0.6370
H 0.0807 -0.6332 -2.1995
H -1.5358 -1.3911 0.2303
H -2.2766 -0.7842 -1.2706
H -2.0551 1.5829 -0.3248
H -0.7949 1.9832 0.8901
H -0.0600 2.2680 0.1085

***

c:
17
Properties=species:S:1:pos:R:3 method="wB97M-V/def2-TZVPD" charge=0 homo_lumo_gap_ha=0.36987 smiles="C=CC(=C)/C=C/C" homo_ev=-8.96 multiplicity=1
C 0.2962 1.7306 -0.0407
C -0.6595 2.2382 0.7687
C -0.1716 1.0375 -2.2726
C 0.0989 0.6554 -1.0334
C 0.4323 -0.7299 -0.5264
C -0.0941 -1.2004 0.5904
C 0.2407 -2.4367 1.2862
H 1.3132 2.1700 -0.0381
H -0.6575 3.1712 1.3943
H -1.7362 1.8920 0.7174
H -0.0393 1.9204 -2.7811
H -0.4607 0.1541 -3.0183
H 1.1255 -1.3650 -0.9567
H -0.7081 -0.7365 1.3289
H 0.2782 -2.3650 2.4333
H -0.4521 -3.3307 1.1659
H 1.1942 -2.8051 0.9824

***

d:
17
Properties=species:S:1:pos:R:3 method="wB97M-V/def2-TZVPD" charge=0 homo_lumo_gap_ha="0.29907 / 0.28498" homo_ev="-7.72 / -7.07" multiplicity=1
C -0.0331 -2.3195 0.2836
C 0.4772 -1.5529 -0.9061
C 0.0052 -0.8257 0.3163
C 1.1497 0.9730 0.3169
C -0.2639 1.4172 0.6416
C -0.7235 2.1215 -0.5401
C -0.9353 0.1104 0.7225
H 0.6993 -2.8492 0.8883
H -1.0047 -2.8077 0.2236
H 1.5426 -1.5864 -1.1221
H -0.1570 -1.4901 -1.7883
H 1.9820 1.3443 0.9251
H 1.3983 0.8788 -0.7363
H -0.3281 2.0163 1.5568
H -0.7081 1.5896 -1.4869
H -1.2223 3.0878 -0.5162
H -1.8784 -0.1074 1.2213

***

Of them, c has the highest stability.

***

a:
17
Properties=species:S:1:pos:R:3 method="wB97M-V/def2-TZVPD" charge=0 homo_lumo_gap_ha="0.29270 / 0.27122" homo_ev="-7.77 / -7.03" multiplicity=1
C 1.3492 1.4264 -0.2414
C 1.6997 0.4374 -1.3658
C 0.5707 0.2083 -0.4690
C -1.6464 0.6157 1.2596
C -1.1115 -0.6445 1.1578
C -1.0028 -1.4788 -0.4990
C 0.0884 -0.8970 0.2976
H 0.9568 2.3969 -0.5492
H 2.0086 1.4792 0.6266
H 1.5366 0.7893 -2.3852
H 2.6043 -0.1681 -1.2611
H -1.1551 1.4737 0.8160
H -2.5621 0.7855 1.8224
H -1.4392 -1.4421 1.8227
H -1.5926 -0.8128 -1.1117
H -1.0852 -2.5542 -0.6728
H 0.7806 -1.6150 0.7525

***

b:
17
Properties=species:S:1:pos:R:3 method="wB97M-V/def2-TZVPD" charge=0 homo_lumo_gap_ha=0.37705 smiles=C#C[C@@H]1[C@H](C)[C@@H]1C homo_ev=-9.17 multiplicity=1
C -1.3201 -1.3001 0.1811
C -0.4076 -0.7915 -0.9076
C 0.0056 0.6704 -0.9349
C -0.4664 1.7643 0.0415
C 1.0272 -0.4517 -0.6170
C 1.5984 -0.4812 0.7026
C 2.0995 -0.3540 1.7909
H -2.3292 -0.9188 0.0032
H -1.3723 -2.3955 0.2092
H -0.9778 -0.9633 1.1640
H -0.5439 -1.2936 -1.8674
H 0.2224 1.1331 -1.8936
H 0.3664 2.1935 0.6134
H -0.9012 2.5808 -0.5518
H -1.2420 1.4868 0.7670
H 1.7298 -0.7258 -1.4079
H 2.5461 -0.1987 2.7458

***

c:
17
Properties=species:S:1:pos:R:3 method="wB97M-V/def2-TZVPD" charge=0 homo_lumo_gap_ha=0.38425 smiles=C#CC1(CC)CC1 homo_ev=-9.31 multiplicity=1
C -1.1587 1.0048 -1.4139
C 0.2627 0.7743 -0.9099
C 0.3344 -0.1470 0.3026
C 0.6560 -1.6131 0.0927
C 1.6859 -0.7011 0.6851
C -0.6095 0.1278 1.3713
C -1.4294 0.3147 2.2340
H -1.6683 0.0540 -1.6061
H -1.1573 1.5894 -2.3397
H -1.7437 1.5507 -0.6673
H 0.8784 0.3334 -1.7047
H 0.7293 1.7356 -0.6585
H 0.1637 -2.3209 0.7529
H 0.7878 -1.9530 -0.9322
H 2.5251 -0.4044 0.0595
H 1.9163 -0.7938 1.7418
H -2.1725 0.4484 2.9925

***

Of them, c has the highest stability.